Record 1
Density functional theory data (wB97M-V/def2-TZVPD) for C24H50ClNO3P2ReSi2 as an isolated structure.

Geometry as ORCA input:
```
! wB97M-V def2-TZVPD RIJCOSX def2/J DEFGRID3
* xyz 0 4
H -1.81870 5.53613 -0.00033
H 1.94683 3.17176 0.74977
Cl -2.22442 0.08944 1.95148
P -0.38556 -2.69226 0.76483
H 2.90631 -0.08449 -0.91493
C -1.42471 -5.23195 -0.04411
H -1.31208 1.75464 2.84984
H -0.24438 -5.39446 2.44284
C -1.49299 3.62886 -1.01080
C -1.42414 5.15183 -0.94902
H 4.19602 3.74238 -1.52508
H -2.03365 5.57282 -1.75979
H -3.14746 2.19805 -1.29463
H 1.58526 4.85389 -2.92177
H -0.77802 -1.61138 -2.54277
C 3.81594 -2.94342 -1.07080
H -0.41826 5.55462 -1.09137
C -0.68303 2.65168 3.03233
H -0.53146 -4.70227 4.04680
H -3.56874 3.85976 -1.54715
H -1.07922 3.27699 -1.96887
C -0.86396 3.64638 1.88377
H -3.35411 3.24793 0.10975
C -0.09788 4.91610 2.25288
H -0.77374 1.13955 -2.78551
H 0.38369 -1.75050 3.53106
O 0.65730 0.12638 1.41795
H 4.16035 2.15988 -0.69440
H 0.95652 -4.25005 3.14588
C 1.21503 -1.32459 -1.55063
H 1.28608 -4.54497 0.67511
H -1.93313 -3.47174 2.42791
C -1.48914 -3.74474 -0.36920
C -0.65225 -2.10580 3.47974
P -0.38944 2.76949 0.27296
C -2.95549 -3.29010 -0.34337
H -2.03212 -5.78120 -0.77412
H -1.83162 -5.44179 0.95298
H -0.21217 5.69965 1.49818
C 1.43254 -4.28165 -2.43906
H -3.56904 -4.03690 -0.86176
H 1.63370 -5.29002 -2.04769
H -0.41642 -5.64852 -0.10776
C 3.81579 2.71197 -1.58036
C 1.21387 1.02411 -1.75054
C 1.92731 -0.12295 -1.33017
C -2.00374 -0.01674 -0.64095
Re 0.03705 -0.02898 -0.22498
H 4.19696 -3.94591 -0.83172
H 2.05739 -4.12588 -3.33138
C -2.96237 3.20284 -0.91469
C 1.27533 -3.44866 0.54021
H -1.27511 -1.24790 3.14885
H 0.35011 2.29450 3.12094
H 1.94963 -3.00688 1.29683
H -0.99007 3.07421 4.00241
C 0.00889 0.50807 -2.35287
C 1.41863 3.78895 -3.14519
H 4.23810 -2.63556 -2.03717
C -0.84533 -3.26863 2.48793
H -3.35085 -3.17619 0.67571
H -1.07820 -3.55377 -1.37433
C -0.10954 -4.49191 3.05367
H -0.51662 5.28758 3.20306
H 0.96702 4.68679 2.39398
H -2.21568 1.02952 -0.29896
H 2.06319 3.50953 -3.99305
H 0.37759 -4.20780 -2.72981
H 1.29604 4.58692 -0.12254
Si 1.94560 2.75582 -1.68206
Si 1.95499 -3.01146 -1.18150
H 4.15484 -2.24331 -0.29532
H -1.95178 3.84080 1.78929
H -3.12879 -2.35169 -0.87339
H 0.37065 3.63560 -3.43263
H -2.47033 -0.15013 -1.61938
H 4.23596 2.23750 -2.47908
H -0.98930 -2.39229 4.48495
H -2.28369 -0.91205 -0.01623
O 1.77982 0.49750 4.43485
N 0.72507 0.01017 4.82866
O -0.14239 0.55017 5.50707
C 1.27033 3.48372 -0.06635
C 0.00541 -0.92181 -2.23070
*
```

Output
Energy above the lowest of the compared OMol25 structures with the same formula, charge and spin: 8.2 kcal per mole
Maximum force: 0.08694 Eh/bohr
HOMO energy (spin up / spin down): -6.5 / -6.9 eV
Orbital gap (spin up / spin down): 6.755 / 5.487 eV

***

Record 2
Density functional theory data (wB97M-V/def2-TZVPD) for C24H50N2O9PSi3Ti as an isolated structure.

Geometry as ORCA input:
```
! wB97M-V def2-TZVPD RIJCOSX def2/J DEFGRID3
* xyz -1 3
H -2.25366 -0.39597 -1.15344
H 1.45894 2.48294 1.50906
H -0.77423 -3.53294 -1.15095
H 6.06267 -2.75049 -1.23990
N 0.53559 1.09864 -0.52952
Si -1.73362 0.41254 2.20560
H 1.67452 -0.67457 3.50429
H -0.88791 1.16408 4.45177
H 0.62623 -0.61783 4.91761
H 6.32591 -1.60374 3.19515
O -0.10418 -1.00533 -3.37317
H -0.90836 2.51040 3.30863
H 3.92607 -0.02867 -2.78384
H 0.63685 3.94462 -1.90238
O 1.86848 -2.43466 0.98065
C -1.28439 -3.77994 -0.22257
C 5.76081 -1.75790 -1.57872
C 0.10086 -3.99702 3.00463
H 4.57677 0.61507 -1.25919
C 3.45779 -2.59884 -1.94210
O 0.29920 3.46293 -4.42593
O -0.03257 1.29507 -4.86691
H -3.18502 -1.80026 -1.66808
H 2.88547 0.13008 -1.36291
C 1.04328 -1.27489 4.15301
H 3.39338 -3.43941 4.57616
C 6.07974 -2.49837 2.62107
H 6.38304 -1.01371 -1.07810
H -3.82994 -0.71483 -0.42912
H -1.84385 -1.29342 5.05364
C -3.55433 -2.97599 1.51230
C -0.68756 1.44542 3.41556
C -2.91342 2.19475 0.46959
H -2.64382 -2.60607 4.18656
H -3.90353 1.73782 0.56613
C -0.98119 -1.21124 1.70447
C 0.09309 -0.57160 -2.21737
C 1.03865 3.16204 0.77067
H 1.75985 3.95111 0.55841
C 0.28510 0.78869 -1.88405
H -0.08286 0.41745 -4.39045
H 0.56456 -4.35424 3.92802
C 4.41921 -3.11801 4.39470
H 1.68868 -1.99554 4.65665
Si -0.35288 -2.15765 3.19733
H 3.18270 -4.32982 2.18978
O 2.45630 -0.06147 1.29906
C 0.72103 2.39586 -0.46216
H 0.13522 3.61476 1.18403
H 4.78076 -5.01464 2.57251
H 4.59189 -2.18413 4.93115
H 3.80274 -3.58641 -1.62819
H -2.04961 -4.53064 -0.43335
H -3.22302 -3.75004 2.21095
H 6.75582 -3.30652 2.90320
H -3.84137 1.39044 3.16013
H -1.36828 -2.96551 5.35595
H 5.10521 -3.88020 4.76492
H 5.91964 -1.68553 -2.65438
C 0.32888 1.98402 -2.63409
P 3.00203 -1.47449 1.22525
O 0.17033 -1.38108 -1.14308
O 4.22826 -1.63499 0.19358
H -4.26993 -3.43262 0.82299
C 3.89033 -0.11194 -1.69788
H 0.79675 -4.15732 2.18352
C -2.91816 -1.18660 -0.80530
H -0.79141 -4.60028 2.82015
C -3.45917 0.37577 3.01493
C 4.25718 -4.16449 2.13545
Si -2.07731 -2.22879 0.54317
N 0.60435 2.96545 -1.67599
H 0.37967 1.30087 3.23273
C -1.68159 -2.26456 4.57722
H -4.17241 -0.16223 2.38633
H 6.19922 -2.28439 1.56035
O 3.79557 -1.74843 2.57141
H 2.40705 -2.52247 -1.69698
H 4.53233 -4.07607 1.08558
C 4.28829 -1.52022 -1.25921
C 4.63109 -2.89463 2.90051
Ti 0.67272 -0.69588 0.42427
H -0.54706 -4.22339 0.44846
H -2.88808 3.09268 1.10142
H 3.55907 -2.51473 -3.02406
H -4.08704 -2.21961 2.09249
H -3.43828 -0.11822 3.98727
H -2.76923 2.49925 -0.56906
O -1.89141 1.29322 0.80985
C 0.20090 2.30600 -4.01727
*
```

Output
Energy above the lowest of the compared OMol25 structures with the same formula, charge and spin: 26.3 kcal per mole
Maximum force: 0.05242 Eh/bohr
HOMO energy (spin up / spin down): -2.3 / -5.8 eV
Orbital gap (spin up / spin down): 4.666 / 8.090 eV

***

Record 3
Density functional theory data (wB97M-V/def2-TZVPD) for an isolated ion of composition C24H50N4O2PS3 and charge +1.

Geometry as ORCA input:
```
! wB97M-V def2-TZVPD RIJCOSX def2/J DEFGRID3
* xyz 1 1
H 4.59140 -3.36323 -1.94577
H 4.29907 5.34948 -3.60628
H 2.90528 -2.66834 -2.43812
H 0.01674 -0.83901 0.93387
H -3.38622 -1.27683 0.06124
O 4.35239 -1.17853 -1.84054
S -0.10011 -5.22265 0.51797
H -2.53490 2.62086 4.52021
H -1.18905 5.19403 -2.55290
H 4.53776 -0.81485 0.30121
H 2.19191 -0.63307 0.63361
H -4.28561 -7.77153 -1.92200
C -1.78593 -4.85472 0.50243
H -2.10324 2.48510 0.11959
H 1.70298 2.42235 2.18697
H 0.33693 5.81937 -1.64147
O 2.78077 3.45567 -4.00117
H 3.13182 6.36424 -2.80877
C 0.67182 4.98529 -3.85263
H -1.25653 2.85574 2.09153
H 4.54197 0.76589 -0.82804
C -1.29826 -1.36357 -0.85486
C 2.43583 -0.13493 -0.39960
N 0.77876 1.86796 0.25938
H 3.02982 1.77599 0.59797
N -1.32242 2.80743 -1.98047
H 1.81847 -0.58774 -1.28620
H -1.47876 -7.53089 1.70633
H -2.34290 -6.28079 2.88670
P 2.13934 4.44284 0.14939
H 1.13570 0.62940 2.09281
H -3.97123 -7.55550 0.39444
H -4.46613 -6.08005 1.46010
C -2.52193 -7.17911 2.12109
C 4.06308 -0.31544 -0.67165
C -3.52633 -6.60861 0.95752
N 3.35794 5.79895 -3.65645
C 1.08499 1.93975 4.86393
H -0.37868 -2.11110 -0.98327
H 2.01329 2.67666 4.77092
H -1.81400 -7.56251 -0.95318
H -1.57215 1.07450 5.00481
H -2.49265 1.15036 -1.15264
H -4.13991 -5.97724 -2.62265
H 0.10511 4.17853 -4.51526
H -0.10645 3.87474 4.13538
H -3.09914 -7.37565 -3.37359
H -3.17926 -2.76488 -1.10764
S 1.63331 6.21018 0.90214
H -1.25535 2.22429 -2.86500
C -1.67161 1.91858 -0.80771
H 3.00162 3.86586 1.19051
H 0.06121 0.67694 -1.54091
H 0.50739 6.05504 -4.30263
C 0.06065 3.44929 -1.73997
S -2.23618 -3.16699 1.27533
C -0.50061 2.13044 2.60331
H -3.05675 -8.05126 2.70923
H 0.94016 1.72764 6.00865
C -2.34848 -6.54449 -1.27175
H 0.80059 2.81193 -2.42686
H 2.44825 1.96104 -1.28153
C -0.27371 1.06534 -0.46122
H 1.39926 0.92940 4.36428
C -0.03639 4.96389 -2.34405
C -1.52932 2.26733 5.02978
C 2.20322 1.51273 -0.22325
H -1.45076 2.56651 6.15807
C 0.82795 1.73261 1.75534
H -0.25069 3.89051 0.47167
H -1.50586 -0.80918 -1.86856
C -2.63968 -2.11646 -0.26783
C 0.57405 3.33239 -0.18766
C -3.54972 -6.96718 -2.34993
H -1.78331 -0.03381 0.94930
H -1.59387 -5.87542 -1.87893
H 2.97668 4.57048 -1.02329
H 3.45775 -2.75400 -0.54422
C 2.28844 4.71326 -3.82413
C -0.18092 2.70459 4.14173
N -2.85735 -5.74531 -0.09238
C 3.78605 -2.53621 -1.64739
H -1.10167 1.11627 2.79437
C -0.81574 -0.28061 0.32121
*
```

Output
Maximum force: 0.15050 Eh/bohr
SMILES: CCN(CC)C(=S)SCCC[C@H]1CN[C@@H](CCC(N)=O)[C@H]([PH2]=S)[N@@+]1(CCCOC)CCC(C)C
HOMO energy: -10.6 eV
Orbital gap: 7.782 eV